The following is a DFT calculation (ωB97M-V/def2-TZVPD) of a cluster of 2 separate species, C2H2N2OS in total at a distorted geometry.

Each atom is followed by the atoms it is bonded to, with distances in Å.
Geometry (Å):
1 C 1.06 -1.85 0.01  N3 1.138
2 C 0.14 0.18 -0.01  N4 1.317, S6 1.640
3 N 1.47 -2.91 -0.01  C1 1.138
4 N -1.17 0.15 -0.08  C2 1.317, H7 1.010, H8 1.014
5 O 0.58 2.63 0.12  S6 1.478
6 S 1.29 1.35 -0.05  C2 1.640, O5 1.478
7 H -1.71 -0.52 0.46  N4 1.010
8 H -1.66 0.96 -0.45  N4 1.014

The spin multiplicity is 3. As for the net charge: 0. The value obtained for the LUMO energy (alpha / beta) is -0.71 / -3.31 eV. The calculation puts the max |F| at 0.0665 Eh/bohr. The HOMO energy (alpha / beta) is -7.951 / -10.715 eV. As for the expectation value of S²: 2.014.